# 1
{
  "formula": "C30H58F5NO20PS3",
  "method": "wB97M-V/def2-TZVPD",
  "elements": ["O", "S", "O", "N", "S", "O", "O", "P", "O", "O", "S", "C", "F", "F", "C", "F", "F", "F", "H", "H", "O", "C", "O", "C", "C", "C", "H", "H", "H", "H", "H", "H", "H", "H", "O", "C", "O", "C", "C", "C", "H", "H", "H", "H", "H", "H", "H", "H", "O", "C", "O", "C", "C", "C", "H", "H", "H", "H", "H", "H", "H", "H", "O", "C", "O", "C", "C", "C", "H", "H", "H", "H", "H", "H", "H", "H", "O", "C", "O", "C", "C", "C", "H", "H", "H", "H", "H", "H", "H", "H", "O", "C", "O", "C", "C", "C", "H", "H", "H", "H", "H", "H", "H", "H", "O", "C", "O", "C", "C", "C", "H", "H", "H", "H", "H", "H", "H", "H"],
  "positions_angstrom": [[-0.24862, -4.40673, 1.89594], [-1.43021, -3.58382, 1.77343], [-1.95791, -3.05055, 3.00955], [-2.42970, -4.34440, 0.82798], [-3.71075, -3.68768, 0.14082], [-4.25194, -4.66278, -0.76571], [-3.46420, -2.36468, -0.43268], [-5.35556, -3.26955, 1.55493], [-4.85917, -3.40928, 3.05387], [-5.60424, -1.71842, 1.25827], [-6.90030, -4.34187, 1.20798], [-0.70703, -2.06890, 0.92496], [0.53643, -1.93996, 1.45630], [-0.53612, -2.29623, -0.37967], [-1.39934, -0.66862, 1.15464], [-2.61465, -0.71510, 1.67463], [-1.47094, -0.00676, 0.00110], [-0.65654, 0.07557, 1.97606], [-4.49231, -2.57519, 3.39324], [-4.93291, -1.38607, 0.63040], [-2.86163, -1.57199, -5.25907], [-1.84365, -1.49228, -4.62713], [-0.71312, -1.08743, -5.27562], [0.47622, -0.80426, -4.52842], [1.23397, -2.05817, -4.14521], [-1.72265, -1.88791, -3.17379], [0.22589, -0.21005, -3.64842], [1.07762, -0.16535, -5.17624], [0.63214, -2.70798, -3.52126], [2.13895, -1.80113, -3.59626], [1.51509, -2.62728, -5.03266], [-1.62449, -2.97147, -3.11504], [-2.61426, -1.59853, -2.62459], [-0.87390, -1.43434, -2.67763], [1.96333, -3.86569, -1.97486], [2.87568, -3.77507, -1.20285], [4.08926, -3.39855, -1.68165], [5.19823, -3.12323, -0.82623], [5.93710, -4.38142, -0.41802], [2.71110, -4.12237, 0.25935], [4.88078, -2.53587, 0.03669], [5.85220, -2.48490, -1.41920], [5.29996, -5.05177, 0.15820], [6.80859, -4.13034, 0.18789], [6.26998, -4.92295, -1.30368], [2.75903, -5.20615, 0.36011], [1.72368, -3.79099, 0.57611], [3.44731, -3.67196, 0.91987], [-4.26882, -6.08442, 2.63248], [-3.29380, -6.70325, 2.94702], [-2.52769, -7.24662, 1.97443], [-1.25749, -7.83413, 2.22529], [-1.36866, -9.27337, 2.69268], [-2.93011, -6.92459, 4.40043], [-0.67870, -7.21818, 2.91613], [-0.74243, -7.79272, 1.26660], [-1.90126, -9.34916, 3.64110], [-0.37664, -9.71025, 2.81995], [-1.91949, -9.86207, 1.95856], [-3.54108, -7.73917, 4.78871], [-3.17499, -6.01333, 4.94034], [-1.88123, -7.15111, 4.57537], [0.41415, 6.62746, 2.34632], [0.76216, 5.49399, 2.13257], [-0.02081, 4.49000, 2.57527], [0.23388, 3.11625, 2.24501], [1.26817, 2.49385, 3.15890], [2.06255, 5.17009, 1.43593], [0.50342, 3.01861, 1.19297], [-0.72245, 2.61494, 2.37230], [2.23400, 2.99156, 3.06970], [1.40022, 1.43975, 2.91686], [0.94641, 2.57825, 4.19736], [2.87730, 5.25437, 2.15311], [2.21446, 5.90436, 0.64872], [2.10411, 4.18875, 0.98055], [4.51162, 4.00374, 0.11042], [4.41807, 4.40412, -1.01990], [3.20229, 4.32624, -1.61096], [2.92598, 4.89190, -2.89468], [3.34267, 3.97707, -4.02758], [5.59954, 4.92125, -1.80184], [3.37382, 5.88353, -2.97971], [1.84576, 5.02997, -2.90751], [4.41827, 3.80064, -4.02590], [3.06688, 4.41360, -4.98803], [2.84885, 3.01045, -3.92854], [6.15928, 4.06555, -2.17959], [6.23414, 5.48503, -1.12852], [5.34208, 5.57176, -2.62928], [7.34362, 7.12825, -2.46614], [7.39034, 8.25598, -2.87939], [6.25034, 8.97534, -2.89241], [6.20638, 10.36525, -3.23086], [6.15875, 10.59122, -4.72748], [8.66329, 8.85050, -3.43638], [7.03211, 10.89919, -2.75818], [5.29059, 10.72994, -2.76949], [7.05379, 10.21370, -5.22212], [6.06910, 11.65539, -4.94631], [5.30176, 10.07266, -5.15688], [8.79009, 8.49275, -4.45748], [9.49260, 8.48787, -2.83463], [8.69336, 9.93647, -3.43579], [-9.24244, -3.32746, 5.22279], [-9.76902, -2.52176, 4.50510], [-9.13669, -2.11078, 3.39364], [-9.73392, -1.27781, 2.40347], [-9.67112, 0.19120, 2.77117], [-11.10778, -1.90592, 4.86670], [-10.75285, -1.60658, 2.18749], [-9.14423, -1.46295, 1.50701], [-10.22991, 0.40687, 3.68275], [-10.08080, 0.80107, 1.96510], [-8.63559, 0.48562, 2.94121], [-10.93584, -1.11824, 5.59933], [-11.71959, -2.68007, 5.32314], [-11.65720, -1.49201, 4.02517]],
  "forces_ev_per_a": [[-0.255, 0.054, -0.059], [0.323, -0.597, 0.337], [-0.140, 0.099, -0.367], [0.260, 0.991, 0.166], [-0.461, -0.665, -0.687], [0.253, 0.215, 0.319], [0.313, 0.289, 0.434], [-1.493, -1.148, -0.111], [0.221, 0.923, 0.058], [0.670, 0.386, 0.109], [0.182, 0.097, -0.053], [0.069, 0.033, 0.233], [0.001, 0.031, 0.029], [-0.165, 0.011, -0.088], [0.042, -0.074, -0.292], [-0.302, -0.204, 0.084], [-0.027, 0.058, -0.340], [0.208, 0.110, 0.334], [0.223, -0.330, -0.052], [0.003, -0.073, 0.012], [0.117, 0.073, 0.030], [0.118, -0.228, 0.049], [-0.159, 0.141, 0.083], [0.178, -0.069, -0.005], [-0.082, 0.129, -0.286], [-0.198, 0.377, -0.013], [0.025, 0.051, -0.001], [-0.065, -0.051, -0.103], [0.122, 0.004, 0.065], [0.008, -0.036, 0.025], [0.035, 0.070, -0.039], [-0.041, -0.017, 0.023], [-0.142, -0.143, -0.152], [-0.026, -0.125, 0.080], [0.235, -0.124, -0.013], [-0.189, -0.215, 0.338], [-0.006, 0.109, -0.141], [0.072, -0.004, 0.100], [-0.073, -0.094, -0.042], [0.003, 0.365, -0.012], [-0.020, -0.039, 0.011], [-0.032, 0.002, -0.044], [-0.001, 0.039, 0.047], [0.008, 0.017, -0.007], [0.034, 0.025, -0.009], [-0.036, -0.022, -0.003], [0.041, -0.229, -0.057], [0.058, -0.064, -0.014], [0.008, -0.265, 0.045], [0.048, 0.049, -0.065], [-0.152, -0.039, -0.014], [0.169, -0.022, 0.089], [-0.126, -0.005, -0.001], [0.228, 0.180, -0.012], [-0.023, 0.006, -0.003], [-0.034, 0.052, -0.015], [0.043, 0.014, 0.030], [0.007, 0.010, -0.017], [0.031, -0.009, -0.025], [-0.020, -0.004, -0.001], [-0.126, -0.015, -0.019], [-0.023, -0.070, -0.030], [0.026, -0.099, -0.012], [0.099, 0.097, 0.075], [-0.096, 0.030, -0.074], [0.063, -0.162, 0.038], [0.063, 0.120, 0.067], [-0.295, -0.010, -0.174], [0.025, 0.027, 0.005], [-0.049, 0.090, 0.028], [0.015, -0.033, -0.065], [-0.027, -0.008, -0.003], [-0.036, -0.044, -0.006], [0.011, -0.002, 0.009], [0.042, 0.100, 0.096], [0.078, -0.034, 0.068], [0.119, 0.028, -0.112], [0.033, -0.221, -0.035], [-0.055, 0.053, 0.083], [-0.012, 0.044, -0.164], [0.072, -0.098, 0.077], [-0.291, 0.072, 0.159], [0.044, -0.023, 0.009], [-0.006, -0.024, 0.062], [0.011, 0.055, -0.024], [-0.021, 0.005, 0.004], [-0.041, 0.015, -0.020], [0.008, -0.011, 0.006], [0.048, -0.106, 0.043], [0.021, -0.047, -0.040], [0.179, 0.290, -0.126], [0.000, -0.118, -0.094], [-0.047, -0.024, 0.096], [0.011, 0.145, -0.076], [0.026, -0.136, -0.041], [0.032, 0.177, 0.247], [0.029, -0.028, -0.022], [-0.013, -0.059, 0.029], [0.032, 0.049, 0.017], [-0.014, 0.007, 0.013], [-0.030, 0.035, 0.013], [-0.001, -0.016, -0.009], [-0.009, -0.125, -0.059], [-0.046, -0.006, -0.081], [-0.030, 0.093, -0.055], [-0.080, 0.130, 0.095], [0.174, -0.192, 0.146], [-0.047, 0.111, -0.169], [0.047, -0.016, 0.140], [-0.151, -0.180, -0.223], [-0.011, 0.009, 0.053], [0.042, -0.063, 0.037], [-0.049, 0.001, -0.031], [0.015, -0.012, -0.021], [0.011, 0.000, -0.055], [0.012, 0.005, 0.011], [0.075, 0.006, 0.114], [0.052, 0.075, 0.012]],
  "gap_ev": 7.1,
  "e_homo_ev": -5.74,
  "de_lowest_kcal_mol": 0.0,
  "total_charge": -1,
  "fmax_ev_per_a": 1.886,
  "lumo_ev": 1.357
}

# 2
{
  "formula": "C30H59BN8O4RuS2Si4Te",
  "method": "wB97M-V/def2-TZVPD",
  "elements": ["Ru", "N", "C", "C", "C", "N", "C", "C", "N", "C", "H", "H", "H", "H", "H", "H", "H", "H", "H", "H", "H", "H", "H", "H", "H", "H", "C", "N", "C", "C", "N", "B", "N", "C", "C", "N", "C", "C", "S", "C", "S", "H", "H", "H", "H", "H", "H", "H", "H", "H", "H", "H", "H", "O", "C", "C", "C", "C", "C", "C", "C", "O", "N", "O", "O", "H", "H", "H", "H", "C", "Si", "C", "C", "Si", "Te", "Si", "C", "C", "C", "Si", "C", "C", "C", "H", "H", "H", "H", "H", "H", "H", "H", "H", "H", "H", "H", "H", "H", "H", "H", "H", "H", "H", "H", "H", "H", "H", "H", "H", "H", "H"],
  "positions_angstrom": [[0.02506, 1.09362, 0.44572], [-1.62298, 3.83188, 2.10618], [-1.13161, 3.70351, 3.50427], [-1.28332, 2.29168, 4.07838], [-0.21003, 1.23538, 3.73497], [-0.43923, 0.47992, 2.47499], [1.20129, 1.81605, 3.73044], [1.28802, 3.13302, 2.96422], [1.11377, 2.87084, 1.51569], [0.31693, 4.14854, 3.55645], [-2.62206, 3.65719, 2.00738], [-1.17688, 3.15456, 1.47578], [-1.38116, 4.74900, 1.66178], [-1.75310, 4.39406, 4.07446], [-2.28403, 1.89584, 3.87984], [-1.21968, 2.41790, 5.16165], [-0.27905, 0.49801, 4.54063], [-1.37005, 0.06828, 2.47528], [0.18768, -0.32233, 2.50339], [1.88886, 1.08287, 3.29792], [1.52886, 1.98532, 4.75799], [2.28458, 3.55526, 3.12297], [1.96629, 2.40197, 1.22520], [1.06456, 3.75679, 0.99211], [0.43345, 5.13110, 3.09774], [0.59465, 4.25504, 4.60789], [2.23671, 6.11319, -1.93414], [0.90503, 5.61981, -2.23002], [0.44290, 5.30763, -3.49017], [-0.81703, 4.86052, -3.33367], [-1.12886, 4.87152, -1.98716], [-2.48247, 4.35423, -1.40768], [-2.75719, 2.87625, -1.91987], [-3.22018, 2.62257, -3.18960], [-3.48842, 1.30172, -3.29860], [-3.19249, 0.74329, -2.08084], [-3.47766, -0.63614, -1.70670], [-2.74260, 1.71329, -1.25972], [-2.30969, 1.40732, 0.40032], [-0.06608, 5.36021, -1.31914], [0.09725, 5.78871, 0.33750], [2.60537, 6.66123, -2.79783], [2.91267, 5.28629, -1.71409], [2.18863, 6.77330, -1.07300], [1.04653, 5.44109, -4.36988], [-1.52450, 4.56148, -4.08333], [-2.43008, 4.35334, -0.21495], [-3.39392, 5.00922, -1.84329], [-3.36816, 3.41017, -3.90506], [-3.86089, 0.71566, -4.11945], [-3.91961, -1.13219, -2.56668], [-4.17784, -0.65546, -0.87421], [-2.56008, -1.14387, -1.41727], [2.18466, 0.75449, 0.32764], [2.86889, 0.83252, -0.70863], [2.43863, 1.17499, -2.01976], [3.40778, 1.10245, -3.03995], [3.04131, 1.30316, -4.33642], [1.69911, 1.53096, -4.68976], [0.74473, 1.61890, -3.71975], [1.08502, 1.52085, -2.34227], [0.18075, 1.78135, -1.47058], [4.06278, 1.26539, -5.38498], [3.69328, 1.43019, -6.53024], [5.21398, 1.07835, -5.04450], [3.93077, 0.57559, -0.60701], [4.44188, 0.88777, -2.80339], [1.44767, 1.62865, -5.73654], [-0.29344, 1.80122, -3.96408], [-0.32949, -5.53641, 3.54108], [0.00616, -3.78118, 2.97238], [-1.35073, -2.66120, 3.63422], [1.67333, -3.19684, 3.60970], [0.02808, -3.75486, 0.61851], [0.01103, -1.37034, -0.29244], [-1.93921, -4.64843, -0.30093], [-3.40414, -3.81214, 0.52651], [-1.97056, -4.32098, -2.15163], [-1.98253, -6.49698, 0.01578], [2.04106, -4.48529, -0.35005], [1.86634, -4.43737, -2.21373], [3.44032, -3.35637, 0.18043], [2.33040, -6.23884, 0.25364], [-0.28524, -5.60703, 4.63092], [0.40306, -6.23558, 3.13286], [-1.32100, -5.86901, 3.22783], [-1.33620, -2.65605, 4.72767], [-2.33841, -2.99198, 3.31003], [-1.21896, -1.64256, 3.28982], [1.65816, -3.11121, 4.69964], [1.94447, -2.22138, 3.19521], [2.46419, -3.89991, 3.34326], [-3.28629, -2.72564, 0.53527], [-3.51078, -4.14470, 1.56141], [-4.33249, -4.05515, 0.00355], [-1.52870, -3.35543, -2.40753], [-2.99931, -4.33580, -2.52089], [-1.41530, -5.09076, -2.69058], [-1.90571, -6.73387, 1.07811], [-1.16841, -7.00713, -0.50291], [-2.92265, -6.91680, -0.35168], [1.56790, -3.44167, -2.54918], [1.12244, -5.15238, -2.56948], [2.82014, -4.68185, -2.68790], [3.21279, -2.32390, -0.09435], [4.36793, -3.64767, -0.31862], [3.61007, -3.39071, 1.25756], [1.48895, -6.89217, 0.01428], [2.48144, -6.26828, 1.33500], [3.22192, -6.66059, -0.21729]],
  "forces_ev_per_a": [[-0.182, 0.283, 0.743], [-0.069, 0.133, -0.020], [0.091, -0.021, -0.041], [-0.069, -0.110, -0.173], [-0.070, 0.119, 0.061], [0.427, -0.155, -0.170], [-0.039, 0.010, -0.042], [0.080, -0.087, 0.134], [-0.114, 0.015, -0.350], [0.049, 0.067, -0.003], [-0.017, 0.030, 0.010], [-0.076, -0.075, 0.006], [0.039, -0.038, -0.025], [0.046, -0.066, 0.137], [0.008, -0.020, -0.012], [-0.069, 0.001, 0.000], [0.057, 0.004, -0.001], [-0.056, 0.147, -0.048], [-0.069, -0.077, 0.155], [0.028, 0.017, 0.016], [-0.037, 0.010, 0.014], [0.042, -0.068, -0.081], [0.091, 0.214, -0.047], [-0.108, 0.050, 0.079], [0.040, -0.018, -0.053], [-0.040, 0.074, 0.001], [-0.029, 0.048, -0.007], [0.039, -0.076, 0.009], [-0.006, -0.006, 0.003], [0.010, -0.007, -0.017], [0.069, -0.122, 0.051], [-0.020, 0.029, -0.017], [-0.001, -0.020, -0.005], [-0.044, 0.015, 0.000], [0.054, -0.026, -0.025], [-0.066, -0.011, 0.031], [0.035, 0.002, 0.001], [0.137, 0.051, -0.019], [-0.016, -0.024, -0.069], [-0.059, 0.171, -0.003], [0.042, -0.083, 0.008], [0.008, -0.010, -0.002], [0.002, 0.002, 0.012], [0.000, 0.010, -0.007], [-0.005, 0.016, -0.003], [0.013, -0.043, 0.004], [-0.059, -0.033, 0.033], [0.037, 0.056, 0.001], [-0.022, 0.007, 0.015], [-0.047, 0.008, 0.015], [0.000, -0.003, 0.001], [-0.019, 0.002, -0.015], [-0.009, 0.002, 0.004], [0.020, -0.056, 0.168], [-0.029, 0.019, -0.051], [-0.090, -0.112, 0.000], [-0.039, -0.010, -0.014], [0.056, 0.007, -0.012], [-0.044, -0.045, 0.002], [0.077, 0.137, -0.026], [0.102, 0.118, 0.125], [-0.085, -0.284, -0.024], [-0.005, -0.031, 0.004], [-0.002, 0.004, 0.001], [-0.001, -0.005, -0.001], [0.017, 0.048, 0.001], [-0.003, -0.021, -0.002], [0.003, 0.008, 0.000], [0.004, 0.028, 0.010], [0.038, 0.020, 0.046], [0.023, -0.173, -0.188], [-0.010, -0.183, 0.108], [-0.088, 0.072, 0.080], [-0.131, 0.281, 0.452], [0.158, -0.225, -0.955], [0.026, 0.022, -0.023], [0.026, 0.000, 0.025], [-0.012, 0.003, 0.015], [-0.049, 0.016, -0.021], [-0.039, -0.038, 0.048], [0.000, 0.002, 0.013], [-0.009, 0.004, -0.006], [0.057, 0.011, -0.031], [0.002, 0.003, -0.003], [-0.006, -0.007, -0.007], [0.001, 0.009, 0.002], [-0.012, -0.008, -0.004], [0.007, -0.016, -0.002], [-0.034, 0.038, 0.034], [0.017, -0.001, -0.002], [0.027, -0.010, -0.015], [0.001, 0.002, -0.016], [0.002, 0.001, -0.011], [-0.007, -0.005, -0.005], [-0.001, 0.001, 0.000], [-0.031, 0.013, 0.008], [0.005, -0.015, -0.014], [0.015, 0.009, 0.000], [0.000, 0.002, -0.004], [0.006, 0.007, 0.001], [0.009, -0.014, -0.003], [0.007, 0.000, -0.008], [-0.004, -0.003, 0.008], [-0.003, -0.003, -0.005], [0.002, -0.001, -0.002], [0.001, -0.003, 0.003], [0.000, -0.006, 0.001], [-0.004, 0.005, -0.003], [0.000, 0.003, 0.001], [0.000, -0.013, 0.012]],
  "gap_ev": [6.7, 5.8],
  "e_homo_ev": [-9.72, -9.61],
  "spin_multiplicity": 2,
  "de_lowest_kcal_mol": 4.0,
  "total_charge": 1,
  "fmax_ev_per_a": 0.994,
  "lumo_ev": [-2.972, -3.826]
}